The molecule C4H6O2 at a distorted geometry, computed with ωB97M-V with the def2-TZVPD basis set.

The geometry in XYZ format:
```
12
Properties=species:S:1:pos:R:3:forces:R:3
C 1.13765 1.32593 0.73308 0.6361 0.5300 -2.6711
C 0.48258 0.18513 -0.06469 -3.1569 -2.5621 0.6385
C 0.53742 -1.20143 -0.32576 2.2844 5.7062 1.0220
O -0.54581 -1.72713 -0.88218 -1.4377 0.1906 0.7558
C -1.58822 -0.75278 -0.52530 -0.7793 -0.3896 -0.1228
O -0.95101 0.45958 -0.24180 0.8047 0.1362 -0.3756
H 1.46316 1.03291 1.68789 0.4450 -0.5655 1.1971
H 1.99991 1.82097 0.18946 -0.6923 -0.9536 0.4899
H 0.46031 2.17701 0.85350 -0.3865 -0.5658 -0.0727
H 1.52543 -1.55092 -0.35903 0.7434 -1.7602 -0.2601
H -2.23975 -0.73688 -1.40210 0.1864 0.4950 -0.0906
H -2.28166 -1.03238 0.33692 1.3528 -0.2612 -0.5106
```
Positions in Å, forces in eV/Å.

Results
Net charge: 0
LUMO energy, eV: 1.0
Structure (SMILES): CC1=COCO1
HOMO level, eV: -7.83
HOMO-LUMO gap, eV: 8.8
ΔE to the lowest compared entry with this formula, charge and spin, kcal/mol: 63.9
F_max, eV Å⁻¹: 6.23
DFT total energy, eV: -8337.688

Atomic partial charges in e from the Mulliken method, atoms 1 to 5: -1.039, 0.561, -0.363, -0.354, -0.065